1.
Computed, not measured: an isolated ion of composition C10H20BO5 and charge -1 in a non-equilibrium geometry, with wB97M-V/def2-TZVPD.

```
36
Properties=species:S:1:pos:R:3
C -4.681 0.130 0.690
C -4.467 1.143 -0.535
C -3.184 2.092 -0.354
O -3.371 3.333 -0.466
O -1.890 1.606 -0.041
C -1.638 1.818 1.402
C -0.076 2.114 1.697
B 0.834 0.750 1.569
O 0.140 -0.552 1.793
C 1.051 -1.483 1.190
C 1.735 -0.729 -0.104
C 3.080 -1.570 -0.282
C 3.784 -1.455 -1.717
C 2.809 -1.057 -2.918
O 4.301 -2.799 -2.036
O 1.788 0.597 0.452
H -5.800 -0.119 0.813
H -4.326 0.553 1.697
H -4.165 -0.885 0.524
H -5.397 1.790 -0.634
H -4.340 0.583 -1.532
H -2.320 2.677 1.751
H -1.993 0.894 1.991
H 0.305 2.990 1.064
H 0.016 2.468 2.790
H 1.545 0.808 2.539
H 1.957 -1.642 1.898
H 0.676 -2.548 1.033
H 0.973 -0.671 -0.947
H 3.824 -1.225 0.524
H 2.879 -2.675 -0.053
H 4.657 -0.718 -1.672
H 3.284 -1.437 -3.897
H 1.785 -1.559 -2.847
H 2.705 0.082 -3.025
H 3.519 -3.305 -2.356
```

## Properties
**Largest force on an atom**: 4.20 eV/A
**E_tot**: -21607.7244 eV
**Charge**: -1
**Energy relative to the best compared isomer or geometry (same formula, charge and spin)**: 295.1 kJ/mol
**E_HOMO**: -3.5280 eV
**Kohn-Sham gap**: 6.68 eV

=====

2.
Computed, not measured: a 2-piece molecular cluster, C2H9N2O overall in a non-equilibrium geometry, with wB97M-V/def2-TZVPD.

```
14
Properties=species:S:1:pos:R:3
C 0.076 1.304 -1.549
N 0.452 0.512 -0.395
C 0.896 -0.778 -0.647
N 0.647 -1.771 0.291
H 0.860 1.223 -2.303
H -0.842 0.978 -2.065
H -0.029 2.343 -1.236
H -0.101 0.635 0.440
H 1.440 -1.030 -1.539
H -0.142 -1.532 0.871
H 0.576 -2.747 0.082
H -1.878 0.328 2.183
H -0.992 0.258 3.413
O -0.962 0.277 2.455
```

## Properties
**<S²>**: 0.753
**Largest force on an atom**: 1.48 eV/A
**E_tot**: -7245.6230 eV
**Charge**: 0
**Energy relative to the best compared isomer or geometry (same formula, charge and spin)**: 7.3 kJ/mol
**E_HOMO (alpha / beta)**: -4.5962 / -8.5467 eV
**2S+1**: 2
**Kohn-Sham gap (alpha / beta)**: 5.20 / 9.12 eV

=====

3.
Computed, not measured: a 2-piece molecular cluster, C7H14N overall in a non-equilibrium geometry, with wB97M-V/def2-TZVPD.

```
22
Properties=species:S:1:pos:R:3
C 2.476 -0.079 -0.089
C -1.620 -1.327 0.690
C -2.394 -0.442 0.134
C 3.839 -0.547 -0.325
C 2.269 1.429 0.177
C -2.075 0.892 -0.431
C -3.783 -0.792 0.229
N 1.537 -0.911 -0.148
H -1.400 -2.332 0.881
H 0.484 -0.693 -0.001
H 3.863 -0.322 -1.405
H 4.510 0.082 0.178
H 4.019 -1.559 0.004
H 2.836 2.169 -0.358
H 1.215 1.680 0.108
H 2.504 1.596 1.204
H -0.968 1.101 -0.739
H -2.144 1.575 0.474
H -2.621 1.307 -1.214
H -4.350 -0.346 -0.592
H -4.283 -0.566 1.190
H -3.911 -1.916 0.032
```

## Properties
**Largest force on an atom**: 5.10 eV/A
**E_tot**: -8963.8157 eV
**Charge**: +1
**Energy relative to the best compared isomer or geometry (same formula, charge and spin)**: 507.7 kJ/mol
**E_HOMO (alpha / beta)**: -12.8869 / -12.8880 eV
**Kohn-Sham gap (alpha / beta)**: 5.64 / 5.64 eV

=====

4.
Computed, not measured: C5H9NO as an isolated structure in a non-equilibrium geometry, with wB97M-V/def2-TZVPD.

```
16
Properties=species:S:1:pos:R:3
C 1.902 1.017 -0.023
C 1.606 -0.457 -0.143
C 0.073 -0.493 -0.585
C -0.986 -0.420 0.692
C -3.339 0.093 -0.137
H 3.201 1.321 -0.370
H 1.845 1.326 1.245
H 1.027 1.546 -0.839
H 1.625 -0.836 0.946
H 2.202 -1.026 -0.805
H -0.429 0.242 -1.379
H -0.153 -1.578 -0.961
H -0.787 0.469 1.286
H -1.074 -1.340 1.400
N -2.273 -0.447 -0.198
O -4.440 0.582 -0.130
```

## Properties
**Largest force on an atom**: 4.49 eV/A
**E_tot**: -8864.7813 eV
**Charge**: 0
**Energy relative to the best compared isomer or geometry (same formula, charge and spin)**: 427.6 kJ/mol
**E_HOMO**: -10.3565 eV
**Kohn-Sham gap**: 11.09 eV

=====

The highest largest force on an atom belongs to which entry? C7H14N

=====

Repeat the third record exactly.
Computed, not measured: a 2-piece molecular cluster, C7H14N overall in a non-equilibrium geometry, with wB97M-V/def2-TZVPD.

```
22
Properties=species:S:1:pos:R:3
C 2.476 -0.079 -0.089
C -1.620 -1.327 0.690
C -2.394 -0.442 0.134
C 3.839 -0.547 -0.325
C 2.269 1.429 0.177
C -2.075 0.892 -0.431
C -3.783 -0.792 0.229
N 1.537 -0.911 -0.148
H -1.400 -2.332 0.881
H 0.484 -0.693 -0.001
H 3.863 -0.322 -1.405
H 4.510 0.082 0.178
H 4.019 -1.559 0.004
H 2.836 2.169 -0.358
H 1.215 1.680 0.108
H 2.504 1.596 1.204
H -0.968 1.101 -0.739
H -2.144 1.575 0.474
H -2.621 1.307 -1.214
H -4.350 -0.346 -0.592
H -4.283 -0.566 1.190
H -3.911 -1.916 0.032
```

## Properties
**Largest force on an atom**: 5.10 eV/A
**E_tot**: -8963.8157 eV
**Charge**: +1
**Energy relative to the best compared isomer or geometry (same formula, charge and spin)**: 507.7 kJ/mol
**E_HOMO (alpha / beta)**: -12.8869 / -12.8880 eV
**Kohn-Sham gap (alpha / beta)**: 5.64 / 5.64 eV